[1]
86
Properties=species:S:1:pos:R:3:forces:R:3 method="wB97M-V/def2-TZVPD" spin_multiplicity=4 lumo_energy_ev="-12.80 / -12.80" e_homo_ev="-18.959 / -18.983" total_charge=+4 relative_energy_kj_mol=215.0 gap_ev="6.155 / 6.181" s_squared=3.813
C 1.505 -4.646 1.922 -0.14 0.03 0.14
C 2.663 -4.725 -1.222 0.17 0.14 -0.19
F 4.864 1.361 -0.147 0.06 0.05 -0.02
C -1.110 6.244 2.484 0.00 -0.04 -0.08
H -2.456 4.036 1.866 -0.02 0.01 0.01
H 1.848 6.500 0.754 0.01 -0.03 0.01
N 0.373 5.922 2.195 -0.04 -0.03 -0.03
H -2.671 -0.449 -2.820 -0.03 -0.02 -0.03
H -2.068 6.595 -0.677 -0.01 0.02 0.00
H 2.349 -5.919 3.420 -0.01 -0.01 -0.01
C 0.221 -5.712 3.650 -0.04 -0.01 -0.01
H -4.513 -3.987 -1.583 0.00 0.00 -0.04
N -0.045 6.484 -0.135 -0.03 0.05 -0.06
C 4.141 0.441 -0.722 -0.18 0.09 0.04
C 0.811 6.754 0.967 -0.05 -0.05 -0.02
H -1.835 -3.858 1.708 -0.03 -0.01 -0.04
C -1.440 6.796 0.188 0.08 -0.15 0.07
H -2.737 3.256 -2.189 0.00 0.00 -0.02
H -1.525 7.852 0.439 0.01 0.02 0.02
F 0.042 -1.395 3.958 -0.07 -0.05 0.06
H -1.580 -4.586 -4.666 -0.03 0.00 0.01
O 2.125 2.195 0.002 0.33 -0.89 -0.08
C -1.759 0.101 -2.596 0.12 -0.02 0.00
C -3.490 -3.903 -1.926 -0.04 0.01 -0.03
C 4.259 -4.198 -2.952 0.00 -0.01 0.00
H 1.169 4.985 -0.977 0.01 0.02 -0.01
H -2.782 4.480 0.190 -0.02 0.02 -0.02
H 4.140 -6.092 -1.941 0.01 0.02 -0.01
As -2.028 1.135 -0.979 -0.33 -0.34 -0.47
H -1.547 0.795 -3.408 -0.01 0.00 -0.03
H -2.716 -0.840 0.441 0.01 0.00 -0.03
H -0.462 5.086 -1.637 -0.01 0.02 -0.02
H -1.147 7.298 2.757 0.01 0.03 -0.01
C -3.257 2.460 -1.658 0.05 0.16 0.06
S 2.355 0.731 -0.142 0.33 -0.39 0.33
H 0.281 3.907 2.849 -0.01 0.00 0.03
C 0.312 -4.094 1.428 0.07 0.06 0.20
H 2.462 -4.440 1.461 0.02 0.04 0.00
O 1.343 0.185 -1.099 0.55 0.45 0.47
H -0.922 -0.587 -2.505 -0.02 -0.02 0.04
C -0.920 -4.305 2.068 0.15 -0.11 0.03
F 1.794 -0.164 4.319 -0.02 0.04 0.07
C -1.208 -3.339 -1.554 -0.14 0.48 0.00
C -2.066 4.579 1.003 0.13 0.06 0.03
H 0.934 6.204 3.003 0.02 0.00 0.00
H 2.188 -1.558 -2.475 0.02 -0.01 0.03
H -3.910 1.943 -2.358 -0.06 0.03 -0.03
H 2.251 -5.441 -0.524 0.00 0.00 0.01
C 3.728 -5.096 -2.034 -0.03 -0.03 0.03
C -1.835 -4.250 -3.669 0.07 0.03 -0.03
H 4.124 -2.245 -3.841 0.00 -0.03 -0.01
Mn 0.128 1.614 0.032 -1.58 1.52 -0.63
H -3.864 2.874 -0.857 -0.03 0.00 0.01
F 4.503 -0.760 -0.361 0.00 -0.08 -0.04
C 2.639 -2.529 -2.327 0.08 -0.26 -0.09
H 1.625 4.269 1.760 0.03 0.00 0.01
H -1.417 5.635 3.332 0.01 -0.02 0.01
O 0.335 1.233 2.214 0.21 -0.86 -0.30
C 1.212 -1.008 3.510 0.08 0.27 -0.05
N 2.325 -0.061 1.235 -0.37 0.19 -0.18
H -2.803 -3.044 -0.096 0.04 -0.02 0.05
F 4.113 0.572 -2.028 0.06 0.02 -0.04
C -3.214 0.065 0.104 0.04 0.02 0.17
N -1.896 5.991 1.327 -0.07 0.01 -0.03
H -3.518 0.636 0.980 -0.04 0.01 0.00
C 0.124 5.162 -0.720 -0.06 -0.07 0.12
O -0.088 -0.892 1.093 0.55 0.00 0.09
C 1.444 -5.470 3.033 0.03 0.02 -0.03
C -2.528 -3.382 -1.084 0.02 -0.14 -0.32
H 0.743 7.799 1.267 -0.03 0.02 0.01
H 5.099 -4.499 -3.564 -0.01 0.00 0.00
H -3.911 -4.731 -3.863 0.00 -0.02 0.02
Sb 0.400 -3.073 -0.333 0.11 -0.72 0.39
C -3.143 -4.332 -3.211 -0.01 0.03 0.05
H -1.895 -5.323 3.672 0.01 0.00 0.01
C -0.841 -3.732 -2.850 -0.39 -0.04 -0.02
H 0.181 -6.362 4.515 0.00 0.01 0.00
C 3.714 -2.925 -3.105 -0.01 0.01 0.00
F 1.991 -2.030 3.248 0.02 -0.12 -0.02
S 0.878 -0.101 1.899 0.24 -0.18 0.19
C 2.140 -3.438 -1.391 0.07 0.37 0.07
C 0.567 4.454 1.951 0.03 0.05 -0.01
H 0.178 -3.673 -3.208 0.02 0.01 0.02
H -4.092 -0.174 -0.492 -0.04 -0.06 0.00
P -0.429 3.864 0.499 0.17 0.42 0.17
C -0.954 -5.127 3.176 0.00 -0.01 0.03

[2]
12
Properties=species:S:1:pos:R:3:forces:R:3 method="wB97M-V/def2-TZVPD" lumo_energy_ev=0.36 e_homo_ev=-10.334 total_charge=0 relative_energy_kj_mol=177.4 smiles="CCC#CC=O" gap_ev=10.689
C 0.492 -0.385 0.205 0.37 0.09 0.04
H -1.355 1.285 -0.388 -0.08 -0.12 -0.02
H 3.762 -0.004 0.086 -0.10 0.05 0.07
H -2.678 0.183 -0.793 0.08 -0.03 0.12
C -1.870 0.372 -0.082 -0.05 0.08 0.00
H -2.318 0.556 0.897 0.10 -0.01 -0.07
C 1.612 0.034 0.379 -0.45 -0.08 -0.03
H -1.179 -1.533 0.741 0.07 0.13 -0.11
O 3.173 1.621 1.128 -0.09 -0.46 -0.23
C -0.888 -0.817 -0.038 0.03 -0.04 -0.02
C 2.946 0.584 0.546 0.02 0.29 0.14
H -0.923 -1.372 -0.982 0.10 0.11 0.11

[3]
16
Properties=species:S:1:pos:R:3:forces:R:3 method="wB97M-V/def2-TZVPD" spin_multiplicity=4 lumo_energy_ev="-9.78 / -13.00" e_homo_ev="-19.251 / -19.250" total_charge=+2 relative_energy_kj_mol=125.0 gap_ev="9.476 / 6.249" s_squared=3.769
H -1.462 -0.560 3.027 -0.95 -0.56 1.18
H -4.093 0.864 -0.135 0.52 -0.04 0.21
C 1.010 1.303 1.691 5.06 6.55 -3.59
C 1.087 -1.290 1.612 6.08 -6.86 -3.35
C -0.752 -0.361 -2.910 1.00 1.05 -3.19
Co -0.102 -0.057 2.039 -3.76 0.79 0.47
C -3.275 0.145 0.059 -0.38 -0.17 -0.67
S -2.080 0.892 1.207 -1.05 -0.88 0.24
O 1.887 -1.992 1.148 -3.68 3.37 2.35
H -3.711 -0.781 0.463 0.35 0.39 -0.03
H -2.758 -0.069 -0.874 0.04 0.08 -0.12
O 1.637 2.044 1.054 -2.81 -3.40 3.15
C -2.450 -0.184 2.653 -0.70 1.00 -0.28
H -3.107 -1.000 2.322 0.66 0.05 0.30
H -2.975 0.423 3.411 0.64 -0.36 0.08
O -0.423 -0.049 -3.966 -1.01 -1.02 3.24

[4]
7
Properties=species:S:1:pos:R:3:forces:R:3 method="wB97M-V/def2-TZVPD" spin_multiplicity=6 lumo_energy_ev="-0.86 / -3.12" e_homo_ev="-8.639 / -10.247" total_charge=0 gap_ev="7.784 / 7.128" s_squared=8.821
H -1.701 -0.123 -0.034 1.25 -0.05 -0.01
O 1.711 0.116 0.026 -0.99 -9.13 -2.46
O -1.521 -1.098 -0.294 1.62 -1.17 -0.28
F -1.028 1.508 0.399 1.25 -0.71 -0.18
Ir 1.831 1.803 0.487 -0.96 7.06 1.92
C -0.210 -1.342 -0.352 -2.99 1.88 0.46
C 0.916 -0.865 -0.233 0.80 2.11 0.57